C19H37O21Tl2 as an isolated structure. Source: OMol25; level of theory: wB97M-V/def2-TZVPD.

Each line ends with the Löwdin charge.
CARTESIAN COORDINATES (ANGSTROEM)
Tl (-2.062, -4.238, -1.422)  1.155
Tl (-2.315, -3.134, 4.161)  1.141
O (-0.722, 0.105, 0.686)  0.164
C (-1.183, -1.143, 0.615)  -0.788
O (-1.421, -1.812, 1.639)  0.023
O (-1.259, -1.610, -0.497)  0.027
H (-0.512, 0.151, -0.250)  0.095
C (3.197, 0.313, 0.122)  -0.028
O (3.911, 0.438, 1.336)  0.047
C (4.726, 1.507, 1.399)  -0.450
O (4.803, 2.421, 0.604)  0.213
O (5.321, 1.600, 2.677)  0.133
C (6.398, 2.581, 2.750)  0.084
H (2.317, 0.955, 0.164)  0.096
H (2.830, -0.710, 0.040)  0.097
H (3.665, 0.666, -0.798)  0.112
H (6.469, 2.877, 3.797)  0.136
H (6.290, 3.471, 2.130)  0.129
H (7.355, 2.116, 2.513)  0.163
C (-4.839, -2.709, -5.537)  0.033
O (-4.660, -1.448, -5.002)  0.086
C (-3.993, -1.228, -3.849)  -0.398
O (-3.608, -2.031, -2.935)  0.023
O (-3.883, 0.134, -3.624)  0.055
C (-3.188, 0.568, -2.378)  0.012
H (-3.905, -2.858, -6.079)  0.113
H (-5.691, -2.647, -6.214)  0.145
H (-5.216, -3.350, -4.740)  0.128
H (-2.115, 0.379, -2.380)  0.082
H (-3.555, 0.045, -1.495)  0.093
H (-3.352, 1.635, -2.226)  0.099
C (1.493, -1.137, -2.799)  -0.047
O (1.310, -1.516, -4.123)  0.061
C (0.184, -2.232, -4.472)  -0.371
O (-0.769, -2.560, -3.711)  0.020
O (0.037, -2.247, -5.856)  0.105
C (-0.925, -3.172, -6.370)  0.038
H (2.058, -0.206, -2.821)  0.100
H (2.111, -1.953, -2.425)  0.124
H (0.651, -0.962, -2.128)  0.074
H (-0.728, -3.307, -7.433)  0.143
H (-1.865, -2.620, -6.346)  0.101
H (-1.029, -4.127, -5.855)  0.127
C (2.552, 3.484, -3.115)  -0.001
O (1.297, 3.928, -2.897)  0.123
C (0.436, 3.149, -2.218)  -0.479
O (0.664, 2.034, -1.797)  0.128
O (-0.665, 3.872, -1.880)  0.081
C (-1.482, 3.509, -0.765)  -0.007
H (3.236, 4.332, -3.102)  0.147
H (2.683, 2.960, -4.061)  0.151
H (2.814, 2.762, -2.340)  0.099
H (-2.000, 2.551, -0.806)  0.046
H (-2.290, 4.225, -0.614)  0.128
H (-0.888, 3.525, 0.149)  0.116
C (-1.372, 3.256, 4.894)  0.052
O (-1.573, 1.855, 4.747)  0.099
C (-2.354, 1.208, 3.865)  -0.557
O (-2.446, 0.012, 3.875)  0.107
O (-2.835, 2.030, 2.972)  0.067
C (-3.343, 1.429, 1.713)  0.035
H (-0.787, 3.375, 5.806)  0.130
H (-2.236, 3.917, 4.823)  0.140
H (-0.795, 3.648, 4.056)  0.128
H (-2.756, 1.692, 0.833)  0.055
H (-4.318, 1.841, 1.454)  0.118
H (-3.547, 0.360, 1.781)  0.097
C (2.060, -2.060, 2.903)  -0.021
O (2.443, -2.620, 4.117)  0.097
C (1.476, -2.673, 5.139)  -0.529
O (0.442, -2.075, 5.157)  0.081
O (2.004, -3.448, 6.063)  0.087
C (1.419, -3.431, 7.409)  0.076
H (2.928, -2.132, 2.248)  0.119
H (1.904, -0.988, 3.026)  0.125
H (1.103, -2.359, 2.474)  0.099
H (0.447, -3.915, 7.313)  0.118
H (1.333, -2.407, 7.774)  0.124
H (2.117, -3.848, 8.134)  0.128

Summary:
- max |F| (eV Å⁻¹) = 4.81
- total energy (eV) = -72615.24171
- multiplicity = 1
- charge = +5